Record 1
{
  "formula": "C5H8O2",
  "method": "the ωB97M-V functional and the def2-TZVPD basis",
  "symbols": ["C", "C", "C", "C", "O", "C", "O", "H", "H", "H", "H", "H", "H", "H", "H"],
  "xyz": [[-1.343717, -0.446172, -0.907113], [-0.637043, -0.667152, 0.412410], [0.338112, 1.589111, 0.469319], [0.679778, 0.290517, 0.895815], [1.079932, -0.078696, 2.036256], [1.632337, -0.332150, -0.305349], [1.621544, -0.117615, -1.474968], [-1.964226, 0.454756, -0.890155], [-1.996433, -1.305217, -1.100127], [-0.644385, -0.371414, -1.745109], [-0.204056, -1.668781, 0.505584], [-1.284714, -0.511678, 1.275914], [0.104118, 1.782118, -0.573220], [0.331414, 2.424655, 1.166665], [2.287340, -1.042282, 0.234079]],
  "forces_ev_per_a": [[0.0, 0.1, -0.1], [0.0, -0.4, 0.1], [-0.1, 0.7, 0.1], [-0.2, -0.1, -0.6], [0.1, 0.1, 0.1], [0.1, -0.2, -0.5], [0.0, 0.0, 0.8], [0.1, -0.1, 0.0], [0.1, 0.1, 0.0], [-0.1, 0.0, 0.1], [-0.1, 0.1, 0.0], [0.1, 0.0, -0.1], [0.0, -0.1, 0.2], [0.0, -0.1, -0.1], [0.0, 0.0, -0.1]],
  "orbital_gap_ha": [0.2588, 0.3022],
  "spin_multiplicity": 1,
  "relative_energy_kcal_mol": 104.7,
  "molar_mass_g_mol": 100.12,
  "homo_ev": [-8.8, -9.1]
}



Record 2
{
  "formula": "C23H44NOP3Pb",
  "method": "the ωB97M-V functional and the def2-TZVPD basis",
  "symbols": ["Pb", "P", "P", "P", "H", "C", "C", "H", "C", "C", "C", "C", "C", "C", "C", "C", "C", "H", "H", "H", "H", "H", "H", "H", "H", "H", "H", "H", "H", "H", "H", "H", "H", "H", "H", "H", "H", "H", "H", "H", "H", "H", "H", "H", "H", "H", "C", "C", "C", "C", "C", "C", "O", "H", "H", "H", "H", "H", "H", "C", "C", "C", "C", "N", "C", "C", "H", "H", "H", "H", "H", "H", "H"],
  "xyz": [[-0.785513, -0.360133, -0.342675], [1.882539, 1.114914, 1.562009], [-0.741025, 2.607395, -1.068957], [2.399944, -0.446089, -1.494705], [-0.691150, -4.929440, 0.992502], [0.392169, -5.090872, 0.955891], [1.265137, -4.432269, 1.744434], [0.940756, -3.656817, 2.438389], [1.084817, 1.598533, 3.148618], [2.812448, 2.685264, 1.300592], [3.241689, 0.064594, 2.215295], [-2.146868, 2.548253, -2.229014], [-1.227020, 3.671615, 0.325878], [0.693629, 3.300227, -1.952901], [3.080165, -2.088975, -1.022350], [3.923492, 0.581904, -1.662300], [2.168228, -0.760446, -3.288731], [0.752506, -5.908854, 0.317974], [2.332912, -4.661353, 1.708793], [0.814343, 0.702433, 3.723166], [0.159691, 2.159127, 2.952371], [1.780459, 2.230766, 3.724592], [2.110362, 3.495404, 1.054869], [3.535132, 2.595008, 0.477410], [3.332805, 2.924046, 2.240760], [2.833361, -0.914083, 2.504048], [3.677018, 0.557672, 3.097080], [4.021827, -0.097408, 1.458417], [-2.513733, 3.570261, -2.445569], [-2.984871, 1.968990, -1.795364], [-1.833005, 2.096486, -3.188258], [-1.707193, 4.584074, -0.024861], [-0.356702, 3.963877, 0.920973], [-1.939123, 3.120642, 0.949007], [0.397201, 4.128329, -2.594988], [1.114124, 2.507118, -2.581822], [1.456515, 3.669174, -1.260692], [3.542133, -2.565852, -1.897580], [2.257291, -2.723335, -0.661266], [3.815467, -1.983652, -0.214528], [4.529314, 0.196013, -2.494718], [4.516127, 0.590924, -0.738075], [3.621567, 1.611260, -1.903819], [3.011678, -1.369346, -3.647170], [2.146721, 0.197392, -3.826932], [1.221865, -1.289613, -3.462708], [-2.139754, -1.780281, -2.632642], [-2.660845, -0.902973, -3.639785], [-2.610059, -1.287593, -4.982218], [-1.943376, -2.466071, -5.354013], [-1.314586, -3.269317, -4.391472], [-1.284378, -2.850763, -3.058626], [-2.387587, -1.606502, -1.338528], [0.159790, 1.576812, -0.199554], [-3.087052, 0.052422, -3.319937], [-3.059471, -0.641513, -5.740644], [-1.892134, -2.753202, -6.400376], [-0.803468, -4.194131, -4.678015], [-0.628438, -3.323569, -2.312191], [-3.739170, 0.418202, 5.642719], [-3.083682, 0.192965, 4.316484], [-2.053413, -0.736497, 4.154170], [-1.501619, -0.936668, 2.905452], [-1.915037, -0.235024, 1.813106], [-2.879136, 0.711468, 1.975964], [-3.507036, 0.914757, 3.189636], [-3.082306, 0.093088, 6.455733], [-3.973558, 1.479242, 5.779438], [-4.681906, -0.139124, 5.728272], [-1.673068, -1.318066, 5.004857], [-0.714365, -1.686694, 2.736537], [-3.150034, 1.296894, 1.085592], [-4.333506, 1.629015, 3.246966]],
  "forces_ev_per_a": [[-1.0, -2.3, 1.2], [1.3, 1.1, 1.2], [1.8, 2.5, 1.2], [3.1, -1.1, -1.5], [0.4, 0.0, 0.0], [0.6, 0.1, 0.5], [-0.5, -0.2, -0.9], [0.0, -0.2, 0.0], [-0.9, -0.3, -0.2], [-0.3, 0.0, -0.8], [-0.3, -0.7, -0.6], [-0.3, -1.4, -0.2], [0.0, -0.2, -0.1], [-0.2, -0.2, 0.0], [-0.8, 0.0, 1.1], [-0.5, 0.8, 0.8], [-1.4, 0.6, -0.2], [-0.2, 0.4, 0.2], [-0.3, 0.0, 0.1], [0.1, 0.3, -0.1], [0.2, 0.0, 0.2], [-0.2, -0.3, -0.3], [0.3, -0.1, 0.2], [-0.1, 0.1, 0.3], [-0.1, -0.1, -0.4], [0.2, 0.2, 0.0], [-0.2, 0.0, -0.3], [-0.2, 0.1, 0.3], [0.5, -0.2, 0.5], [0.3, 0.3, -0.3], [-0.1, 0.1, 0.4], [-0.1, 0.0, -0.2], [0.0, -0.2, -0.1], [0.1, 0.2, 0.0], [-0.2, 0.0, -0.1], [0.0, 0.2, 0.0], [-0.2, -0.2, 0.0], [-0.1, 0.3, 0.1], [0.3, -0.1, 0.0], [-0.2, 0.0, -0.2], [-0.3, -0.1, 0.2], [-0.1, 0.0, -0.3], [0.3, -0.2, 0.0], [-0.2, 0.2, 0.3], [0.0, -0.3, 0.0], [0.3, 0.0, -0.2], [0.0, 0.2, 1.3], [-0.3, -0.1, -1.1], [-0.2, 1.4, 1.3], [-0.3, -0.5, -0.3], [0.8, 0.0, 1.5], [0.1, -0.9, -0.9], [0.8, 0.4, -2.0], [-1.0, 1.4, -1.0], [-0.3, -0.6, -0.2], [0.2, -0.3, 0.2], [-0.1, 0.0, 0.1], [-0.1, 0.5, 0.0], [-0.7, -0.2, -0.3], [0.2, 0.1, 0.2], [-0.5, 0.1, 0.3], [0.3, -0.3, 0.0], [0.0, 0.0, -0.6], [0.4, 0.4, -0.1], [0.1, -0.4, 0.0], [0.1, 0.1, -0.5], [-0.2, 0.0, -0.1], [0.0, -0.2, 0.0], [0.2, 0.0, -0.1], [-0.3, 0.3, -0.4], [-0.4, 0.3, 0.1], [-0.1, -0.4, 0.4], [0.4, -0.2, 0.1]],
  "total_charge": 4,
  "orbital_gap_ha": [0.1930, 0.1351],
  "spin_multiplicity": 1,
  "relative_energy_kcal_mol": 32.7,
  "molar_mass_g_mol": 650.73,
  "homo_ev": [-19.1, -19.1]
}



Record 3
{
  "formula": "C12H27ClIN2NdOP2S",
  "method": "the ωB97M-V functional and the def2-TZVPD basis",
  "symbols": ["C", "C", "H", "H", "H", "O", "I", "Nd", "P", "C", "C", "H", "H", "H", "H", "H", "H", "C", "H", "H", "H", "P", "C", "C", "H", "H", "H", "C", "H", "H", "H", "H", "H", "H", "Cl", "C", "N", "C", "C", "N", "C", "S", "H", "H", "H", "H", "H", "H"],
  "xyz": [[0.059350, 1.220919, -6.608497], [0.078149, 2.335595, -5.644663], [0.058509, 1.608391, -7.650509], [-0.858159, 0.626093, -6.418946], [0.965667, 0.606647, -6.429038], [0.081890, 2.847875, -4.599084], [-0.063545, -2.368350, -3.957989], [0.030305, -0.769393, -1.598429], [2.758900, 0.018517, -0.485935], [3.493313, 1.180082, 0.747708], [3.344123, -1.577045, 0.223686], [4.439373, -1.622021, 0.138324], [4.901053, -0.190946, -1.655546], [2.887679, -2.415590, -0.319279], [3.484907, -0.407538, -2.746513], [3.003666, 1.052657, 1.722973], [3.040862, -1.660679, 1.276596], [3.898445, 0.177450, -1.911910], [4.578894, 1.033554, 0.875976], [3.944583, 1.228895, -2.223225], [3.309557, 2.210471, 0.412730], [-2.676125, 0.054918, -0.481145], [-3.379941, 1.221431, 0.765433], [-3.833130, 0.224893, -1.891369], [-2.808540, -2.378304, -0.305718], [-4.353787, -1.577904, 0.163405], [-2.945337, -1.618787, 1.289107], [-3.257812, -1.536700, 0.238608], [-3.433162, -0.361146, -2.731575], [-4.834657, -0.136759, -1.622897], [-4.460265, 1.069612, 0.930231], [-3.211373, 2.250235, 0.416529], [-3.875969, 1.277237, -2.200009], [-2.858872, 1.105249, 1.725989], [0.044806, -3.205182, -0.679257], [-0.245484, -1.770622, 4.828990], [-0.150642, -0.463464, 4.155931], [-0.176349, 0.759864, 4.804686], [-0.053648, 1.736182, 3.867295], [0.047296, 1.086591, 2.645623], [-0.025349, -0.267432, 2.810926], [0.029323, -1.395267, 1.519414], [-1.128004, -2.334358, 4.519708], [0.640345, -2.389138, 4.668326], [-0.331145, -1.580645, 5.898702], [-0.279353, 0.803032, 5.865966], [-0.030540, 2.810142, 3.934614], [0.150170, 1.480723, 1.714054]],
  "forces_ev_per_a": [[0.0, 1.0, -0.8], [-0.1, 0.1, 5.5], [0.0, -0.2, 0.5], [0.3, 0.3, 0.1], [-0.3, 0.3, 0.1], [0.0, -1.7, -5.7], [0.0, 0.6, -1.2], [0.0, -1.4, 2.4], [1.0, -0.4, 0.6], [-0.4, 0.4, -0.1], [-0.3, -0.2, -0.1], [-0.3, 0.0, 0.0], [-0.3, 0.2, -0.2], [0.2, 0.1, 0.2], [0.3, 0.1, 0.1], [0.1, -0.1, -0.3], [0.0, 0.1, -0.4], [-0.2, 0.1, -0.2], [-0.4, -0.1, -0.2], [0.1, -0.2, 0.0], [0.2, -0.2, 0.2], [-1.0, -0.3, 0.6], [0.4, 0.4, -0.1], [0.2, 0.1, -0.2], [-0.2, 0.1, 0.2], [0.3, 0.0, 0.0], [0.0, 0.1, -0.4], [0.2, -0.2, -0.1], [-0.3, 0.1, 0.1], [0.3, 0.2, -0.2], [0.5, -0.1, -0.2], [-0.2, -0.2, 0.2], [-0.1, -0.2, 0.0], [-0.1, -0.1, -0.3], [0.0, 0.6, -0.5], [0.0, 0.0, 0.2], [0.0, -0.4, -1.0], [0.1, 0.4, -0.7], [0.0, -0.3, 0.2], [-0.1, -0.6, 0.1], [0.1, 0.7, 0.1], [0.0, 0.4, 0.6], [0.1, 0.2, -0.2], [-0.1, 0.3, -0.2], [0.0, 0.0, -0.1], [0.0, 0.2, 0.3], [0.0, -0.1, 0.2], [-0.1, 0.0, 0.6]],
  "total_charge": 2,
  "orbital_gap_ha": [0.1444, 0.1446],
  "spin_multiplicity": 4,
  "molar_mass_g_mol": 615.97,
  "homo_ev": [-12.8, -12.8]
}